112
Properties=species:S:1:pos:R:3:mulliken_charge:R:1 method="wB97M-V/def2-TZVPD" energy_ha=-6989.52664 total_charge=+1 homo_lumo_gap_ev=0.808 lumo_ev=-6.265
O 3.036 4.389 3.236 -0.8095
C 2.924 4.741 2.059 -0.0947
O 2.606 3.984 1.134 -0.6797
C 3.237 6.262 1.761 0.2819
C 2.336 6.659 0.583 -0.3537
C 0.860 6.343 0.826 -0.8190
C 0.213 7.077 2.014 -0.5467
Br 0.371 6.016 3.662 -0.2461
N 4.673 6.329 1.478 -0.0643
P 5.278 7.832 1.040 0.2637
O 5.012 7.913 -0.589 -0.4453
I 4.046 9.681 2.081 0.0116
H 2.927 6.807 2.660 0.1632
H 2.407 7.723 0.325 0.4459
H 2.639 6.111 -0.313 0.2074
H 0.315 6.659 -0.072 0.4716
H 0.668 5.278 0.956 0.2438
H -0.847 7.190 1.783 0.4476
H 0.590 8.086 2.178 0.3007
H 5.230 5.990 2.271 0.4801
H 5.653 7.282 -0.949 0.3587
K -1.699 4.488 4.484 0.8458
C -6.068 1.081 2.654 -0.5830
C -5.447 2.210 3.492 0.5278
O -6.234 2.912 4.140 -0.7123
O -4.188 2.299 3.425 -0.7442
H -7.150 1.062 2.757 0.2895
H -5.821 1.225 1.600 0.0990
H -5.671 0.115 2.980 0.1978
C -7.301 -1.175 -1.136 -0.1752
O -8.455 -0.858 -0.388 -0.4874
H -6.546 -0.410 -0.956 0.2704
H -6.909 -2.146 -0.824 -0.0604
H -7.546 -1.194 -2.209 0.2737
H -9.114 -1.541 -0.560 0.2844
C 5.262 2.331 0.376 -1.0241
C 5.135 1.409 1.582 0.3059
C 6.051 0.186 1.494 -1.2489
C 5.591 -0.908 0.515 -1.0636
P 4.324 -2.053 1.057 1.0140
C 4.827 -2.693 2.672 -1.4133
C 6.253 -3.215 2.893 -0.7682
C 6.604 -4.599 2.338 -0.4503
C 5.607 -5.699 2.688 -1.1760
C 4.286 -3.482 -0.035 -0.5629
C 4.045 -3.344 -1.550 -1.0190
C 2.606 -3.223 -2.079 0.0935
C 1.576 -4.149 -1.437 -2.0721
C 2.721 -1.350 1.431 -1.1539
C 1.718 -0.824 0.400 -0.8196
C 2.229 0.219 -0.599 0.3354
C 1.828 1.629 -0.194 -1.7348
H 5.037 1.814 -0.564 0.1770
H 4.570 3.169 0.472 0.0096
H 6.275 2.735 0.306 0.4908
H 4.092 1.111 1.710 -0.3680
H 5.397 1.978 2.475 0.6001
H 6.160 -0.243 2.495 0.3529
H 7.048 0.516 1.199 0.5029
H 6.464 -1.538 0.300 0.6874
H 5.329 -0.467 -0.450 0.7272
H 4.092 -3.441 2.982 0.7395
H 4.682 -1.857 3.364 0.5541
H 6.415 -3.248 3.972 0.5134
H 6.977 -2.495 2.504 0.2476
H 7.579 -4.880 2.740 0.4429
H 6.746 -4.557 1.254 0.2818
H 5.494 -5.796 3.769 0.3559
H 5.954 -6.657 2.301 0.3887
H 4.621 -5.513 2.255 0.1796
H 3.648 -4.255 0.401 0.4926
H 5.298 -3.888 0.032 -0.0362
H 4.467 -4.240 -2.013 0.4613
H 4.626 -2.503 -1.932 0.3669
H 2.628 -3.432 -3.151 0.5305
H 2.274 -2.187 -2.001 -0.1754
H 1.840 -5.185 -1.591 0.6648
H 0.585 -3.975 -1.886 0.5543
H 1.475 -3.981 -0.359 0.4792
H 2.883 -0.571 2.182 0.8126
H 2.195 -2.144 1.979 0.6085
H 0.870 -0.413 0.952 0.6877
H 1.296 -1.673 -0.148 -0.0384
H 1.797 0.011 -1.585 0.5048
H 3.312 0.162 -0.733 -0.0905
H 0.743 1.751 -0.228 0.4179
H 2.262 2.359 -0.874 0.3959
H 2.165 1.866 0.813 0.2048
C -3.216 -2.306 0.174 -0.7662
C -4.368 -2.996 -0.372 0.2941
N -5.234 -3.607 -0.800 -0.2769
H -3.480 -1.356 0.641 0.2796
H -2.725 -2.917 0.931 0.2635
H -2.489 -2.098 -0.611 0.2147
F 6.969 6.832 2.940 -0.6992
Be -7.287 -3.929 -2.259 0.7315
F -5.619 -5.197 -3.644 -0.7255
K 0.483 -6.068 -1.423 1.0698
C -11.472 -2.406 -7.416 -0.4076
C -10.486 -3.152 -6.784 -0.5171
C -10.293 -3.028 -5.420 -0.2454
C -11.096 -2.158 -4.701 0.2193
C -12.076 -1.404 -5.320 -0.3853
C -12.263 -1.530 -6.685 -0.4364
N -10.913 -2.040 -3.251 0.9770
O -10.024 -2.704 -2.728 -0.5701
O -11.647 -1.300 -2.646 -0.5655
H -11.624 -2.508 -8.482 0.3789
H -9.871 -3.832 -7.356 0.3861
H -9.525 -3.611 -4.933 0.3437
H -12.696 -0.723 -4.754 0.4497
H -13.027 -0.949 -7.181 0.3770